Record 1
A molecular structure, C18H71AlNO16 at a distorted geometry, computed with the ωB97M-V functional and the def2-TZVPD basis.

Results
* calculated total energy: -60658.857 eV
* total charge: -1
* orbital gap: 5.958 eV

Element x y z (Å)
C -0.14724 0.64169 1.53528
C -1.46697 1.23929 1.07716
O -2.47807 0.75002 1.89189
C -3.57643 1.68019 1.91834
Al -5.05998 1.19280 0.54687
N -6.69956 0.92016 1.46458
H -0.17530 0.43699 2.59283
H 0.68991 1.28638 1.31204
H -0.04593 -0.29888 1.01100
H -1.43043 2.32570 1.11441
H -1.67834 0.95184 0.04630
H -3.21258 2.70228 1.83326
H -4.02470 1.58368 2.90439
H -5.10063 2.37790 -0.55379
H -4.56193 -0.19951 -0.15663
H -6.55862 0.90740 2.46848
H -7.12095 0.02891 1.23152
C 0.59668 -0.07378 6.00078
O 1.09805 -0.33356 4.68237
H 0.95899 0.90516 6.30569
H -0.49661 -0.06724 6.00952
H 0.96982 -0.83249 6.68686
H 0.77488 -1.20008 4.41833
C 3.50050 -2.09069 8.17592
O 2.51474 -2.19571 7.15456
H 2.99477 -2.16863 9.13527
H 4.22915 -2.89974 8.09047
H 4.01766 -1.12851 8.12101
H 2.94447 -2.11527 6.29661
C -7.92816 4.70109 2.20599
O -6.65930 4.09538 2.07173
H -7.77851 5.77824 2.26948
H -8.56236 4.48338 1.34034
H -8.43861 4.36307 3.11533
H -6.79548 3.13546 2.00207
C -8.66842 -2.81525 0.87331
O -8.46464 -1.62138 0.13180
H -8.72137 -2.54321 1.92409
H -9.60454 -3.30542 0.58542
H -7.83930 -3.51410 0.72979
H -8.41178 -1.85971 -0.79778
C -2.85504 -0.17238 -3.16075
O -4.07940 -0.20110 -3.90754
H -2.03066 -0.36438 -3.84780
H -2.72280 0.81094 -2.70566
H -2.86130 -0.93959 -2.38449
H -4.79574 -0.03829 -3.28446
C 4.17551 -2.65936 3.12212
O 4.12172 -2.01676 4.40075
H 4.65410 -3.62726 3.25321
H 3.16867 -2.80924 2.72786
H 4.75638 -2.06364 2.42241
H 3.69592 -1.16110 4.27523
C 4.26583 0.23573 0.52324
O 3.55831 -0.98461 0.32591
H 5.31790 -0.01215 0.64177
H 4.15061 0.90154 -0.33658
H 3.91959 0.74964 1.42454
H 2.62549 -0.77026 0.22538
C 2.43161 -5.88042 9.62976
O 3.57280 -5.67004 8.80566
H 2.78434 -6.02863 10.64703
H 1.76639 -5.01320 9.60792
H 1.87623 -6.76825 9.31549
H 3.25835 -5.53385 7.90666
C -0.02811 -0.99222 -5.83708
O -1.13619 -0.91197 -6.71251
H 0.86529 -1.13607 -6.44185
H 0.08534 -0.07482 -5.25456
H -0.13667 -1.84282 -5.15745
H -1.91485 -0.76125 -6.16640
C 2.07787 2.52402 -4.26894
O 0.84452 1.92710 -3.90571
H 2.53688 1.90201 -5.03456
H 1.91503 3.52747 -4.67625
H 2.75398 2.58297 -3.40936
H 0.43321 2.46177 -3.23674
C 0.84226 3.34125 -1.08873
O -0.14280 3.66628 -2.06288
H 1.12235 2.30126 -1.22974
H 1.72354 3.97633 -1.21912
H 0.43670 3.46593 -0.08351
H -0.39915 4.58440 -1.93505
C 7.69079 -2.99918 2.49632
O 7.11422 -2.14968 1.50753
H 7.55673 -2.52763 3.46575
H 7.19547 -3.97364 2.50641
H 8.76026 -3.13977 2.31716
H 7.22926 -2.56950 0.65049
C -3.95472 0.64479 -7.06277
O -5.08478 0.67747 -7.93954
H -3.07121 0.47162 -7.67133
H -3.84794 1.59746 -6.53896
H -4.05561 -0.15861 -6.33166
H -5.86202 0.83813 -7.39762
C 4.97835 -0.10563 -5.51308
O 5.30960 1.17739 -6.04205
H 4.76575 0.01889 -4.45525
H 4.09317 -0.51662 -6.00561
H 5.81181 -0.80274 -5.62871
H 5.49719 1.06555 -6.97947
C 2.92486 2.60768 -7.93512
O 4.09127 3.42468 -7.88840
H 2.46107 2.72053 -8.91125
H 3.19211 1.55764 -7.78580
H 2.21587 2.91826 -7.16635
H 4.48084 3.30349 -7.01532


Record 2
A molecular structure, C41H26Cl7F6N7O3PSTc, computed with the ωB97M-V functional and the def2-TZVPD basis.

Results
* calculated total energy: -185808.421 eV
* total charge: 0
* 2S+1: 3
* orbital gap (alpha / beta): 6.762 / 6.673 eV
* ⟨S²⟩: 2.010

Element x y z (Å)
Tc 0.19403 0.07039 0.04009
C -5.59886 12.52022 -0.25333
O -4.20762 12.26142 -0.09631
C -3.82186 10.96752 -0.08772
C -4.70272 9.89335 -0.14780
C -4.20548 8.59685 -0.13700
C -2.84045 8.35098 -0.06510
C -1.97034 9.44175 0.00613
C -2.45123 10.73490 -0.00399
C -2.35440 6.96014 -0.06160
N -3.08741 5.89130 0.15014
C -2.21956 4.82848 0.05028
C -0.94994 5.25245 -0.22289
N -1.04630 6.62352 -0.29118
C 0.15887 4.36587 -0.36105
C 1.47029 4.73683 -0.68980
C 2.43303 3.77218 -0.80042
C 2.09754 2.44311 -0.54776
N 0.86971 2.06609 -0.22227
C -0.11123 3.00677 -0.17131
C -1.46105 2.52789 0.03428
N -1.65459 1.17041 0.06730
C -2.88676 0.73245 0.26820
C -3.98529 1.57681 0.44612
C -3.80689 2.92893 0.39596
C -2.51535 3.42982 0.16984
H -5.70300 13.59805 -0.30994
H -6.17069 12.14798 0.59942
H -5.98332 12.07179 -1.17118
H -5.77217 10.05214 -0.20421
H -4.88056 7.75120 -0.18755
H -0.89773 9.28995 0.08646
H -1.78468 11.58910 0.05764
H -0.31255 7.26541 -0.52429
H 1.71191 5.77710 -0.88418
H 3.44720 4.01378 -1.08810
H 2.84528 1.66851 -0.63155
H -3.02757 -0.33205 0.29682
H -4.95764 1.13516 0.62760
H -4.62647 3.62722 0.52120
N -0.43818 -1.90200 0.26172
C 0.50780 -2.97809 0.45296
C 1.49956 -2.92729 1.43075
C 2.44110 -3.93837 1.54606
C 2.39105 -5.04662 0.70845
C 1.37398 -5.13565 -0.23289
C 0.44330 -4.11107 -0.35780
H 1.51156 -2.08609 2.11511
H 3.21157 -3.87178 2.30998
H 3.12861 -5.83762 0.79690
H 1.31750 -5.99624 -0.89114
H -0.33496 -4.16915 -1.11429
Cl 1.13380 1.33688 4.69494
C -0.15693 0.12906 4.41298
Cl -1.40089 0.26642 5.64370
C -0.73091 0.22804 2.97485
O -1.91984 0.20000 2.79033
O 0.22978 0.29744 2.08520
H 0.30150 -0.84172 4.52878
Cl -1.90191 -1.71814 -2.34587
C -2.57484 -2.33902 -0.89781
C -1.77731 -2.39089 0.25901
C -2.37779 -3.00016 1.38848
Cl -1.49467 -3.21031 2.85292
C -3.69944 -3.44513 1.37026
Cl -4.40336 -4.13938 2.77908
C -4.46900 -3.32326 0.21793
Cl -6.10256 -3.86431 0.19507
C -3.89640 -2.77756 -0.91995
Cl -4.82182 -2.65622 -2.36826
N 2.96998 0.64556 1.91350
C 3.19126 -0.19738 0.88424
N 2.29518 -0.61466 0.01637
C 2.89288 -1.47231 -0.94149
C 2.24210 -2.12201 -1.97683
C 2.97658 -2.91946 -2.83442
C 4.35067 -3.08794 -2.67336
C 5.01331 -2.45392 -1.63454
C 4.26208 -1.65656 -0.78381
S 4.81325 -0.76895 0.60954
H 2.01851 0.72460 2.26988
H 3.70761 0.75637 2.58806
H 1.17844 -1.99815 -2.11715
H 2.46588 -3.41925 -3.65226
H 4.90608 -3.71999 -3.35843
H 6.08198 -2.57251 -1.48573
F 0.26332 0.19068 -2.07232
P 0.65674 0.94595 -3.64370
F -0.87948 0.75431 -3.99169
F 0.30893 2.35232 -2.95016
F 2.16397 1.07210 -3.10984
F 0.95240 -0.51782 -4.17988
F 0.99318 1.62417 -5.02667


Record 3
9 unconnected molecules or ions with the total composition C3H24N2O9 at a distorted geometry, computed with the ωB97M-V functional and the def2-TZVPD basis.

Results
* calculated total energy: -24907.227 eV
* total charge: 0
* orbital gap: 9.728 eV
* SMILES: CNC(=O)CN.O.O.O.O.O.O.O.O

Element x y z (Å)
N -1.04133 -1.01135 -1.94390
C -0.12189 -1.08083 -0.80510
C 0.72110 0.22343 -0.57652
N 0.23159 1.24734 0.32469
C 0.74306 2.58650 0.59554
O 1.84509 0.25350 -0.90300
H -0.48487 -1.26548 -2.76827
H -1.73613 -1.68824 -1.69603
H -0.88853 -1.14216 0.01627
H 0.56014 -1.95776 -0.82142
H -0.76875 1.18973 0.42138
H 0.14970 3.22870 -0.06332
H 0.49630 2.73012 1.63798
H 1.74994 2.84999 0.31888
H -0.01585 -2.41378 1.69724
H -1.08755 -3.64179 1.32772
O -0.94459 -2.71669 1.74087
H 2.26827 -1.55537 -2.62263
H 1.54308 -0.44813 -3.30896
O 1.68694 -1.36976 -3.29809
H 2.13816 -2.69866 1.65990
H 1.70735 -1.40068 1.33586
O 1.63694 -2.32222 0.99596
H -2.33514 1.08900 -0.03695
H -2.80067 2.38279 0.64681
O -2.59822 1.43861 0.79978
H -1.92470 0.93854 -2.50763
H -2.70560 2.16402 -2.49399
O -2.19347 1.61901 -1.83469
H 2.04717 0.09826 2.86613
H 0.66145 -0.26667 3.35142
O 1.41334 -0.59537 3.03465
H -1.60236 0.20573 3.80447
H -1.08155 -1.20494 3.40892
O -1.14496 -0.55186 4.11560
H 1.97226 1.45290 -3.07412
H 0.84490 2.01977 -2.23744
O 1.05938 1.61381 -3.10799